C5H6O2 in the gas phase at a distorted geometry, computed with ωB97M-V/def2-TZVPD.

Last column: Mulliken charge in e.
Positions of all 13 atoms, in Å:
C1 0.20504 1.27798 1.32203  -1.248
C2 -0.45722 0.14107 0.58501  0.592
O1 -0.88400 0.59864 -0.73495  -0.353
C3 -0.47294 -0.28273 -1.67004  0.398
O2 -0.47134 -0.10368 -2.85647  -0.533
C4 0.13892 -1.42031 -0.94446  -0.139
C5 0.39680 -1.10891 0.35246  -0.700
H1 -0.38095 2.19375 1.20841  0.347
H2 0.28683 1.02512 2.38566  0.331
H3 1.20396 1.43536 0.91017  0.314
H4 -1.39919 -0.13965 1.10089  0.248
H5 0.38506 -2.37163 -1.37523  0.486
H6 1.44904 -1.24500 -0.28345  0.258

Values from the calculation:
Kohn-Sham gap, Ha: 0.34762
E, Eh: -344.48219
LUMO, eV: -0.137
E_HOMO, Eh: -0.35267
SMILES string: C[C@@H]1C=CC(=O)O1

A molecular structure, C5H6O2 at a distorted geometry, computed with ωB97M-V/def2-TZVPD.

Last column: Mulliken charge in e.
Positions of all 13 atoms, in Å:
C1 0.88197 1.05274 -1.26279  -1.106
C2 -0.03338 0.58735 -0.19080  0.458
C3 0.45498 -1.26726 0.76940  -1.082
C4 -0.64353 -0.72487 0.01808  0.392
C5 -1.69835 -0.03879 1.04215  0.318
O1 -2.30771 -0.11808 2.02267  -0.354
O2 -0.50541 1.32607 0.73482  -0.533
H1 1.77257 1.53045 -0.84395  0.298
H2 0.35458 1.80178 -1.86460  0.339
H3 1.18954 0.21823 -1.89556  0.296
H4 0.78824 -0.75223 1.66047  0.286
H5 0.79565 -2.28456 0.60310  0.287
H6 -1.04916 -1.33085 -0.79298  0.401

Values from the calculation:
Kohn-Sham gap (spin up / spin down), Ha: 0.29044 / 0.29051
E, Eh: -344.45682
LUMO (spin up / spin down), eV: 0.443 / 0.444
E_HOMO (spin up / spin down), Eh: -0.27417 / -0.27421

3 unconnected molecules or ions with the total composition C5H6O2 at a distorted geometry, computed with ωB97M-V/def2-TZVPD.

Last column: Mulliken charge in e.
Positions of all 13 atoms, in Å:
O1 -1.57158 2.26278 -0.11019  -0.643
C1 0.27678 0.71983 1.93180  -1.253
C2 0.59850 -0.29365 1.16279  0.846
C3 0.91309 -1.27444 0.41374  0.539
C4 1.23215 -2.28567 -0.35922  -1.164
C5 -0.56461 0.03547 -2.13074  -0.006
O2 -0.27631 -0.75602 -2.89373  -0.087
H1 -2.19411 1.71517 0.38489  0.345
H2 0.21618 0.60353 3.01000  0.250
H3 0.03162 1.69084 1.50836  0.366
H4 1.44114 -3.26802 0.05129  0.243
H5 1.30273 -2.17557 -1.43763  0.219
H6 -1.10240 1.62375 -0.66455  0.346

Values from the calculation:
Kohn-Sham gap, Ha: 0.34773
E, Eh: -344.48737
LUMO, eV: 0.214
E_HOMO, Eh: -0.33986

A molecular structure, C5H6O2 at a distorted geometry, computed with ωB97M-V/def2-TZVPD.

Last column: Mulliken charge in e.
Positions of all 13 atoms, in Å:
O1 2.09103 1.59733 -1.40452  -0.471
C1 1.94980 0.85170 -0.46656  -0.068
C2 0.77359 -0.06958 -0.30239  0.299
O2 0.67376 -0.68503 0.96010  -0.428
C3 -0.67904 -0.99023 0.79759  -0.201
C4 -1.59052 0.14489 0.55358  -0.498
C5 -0.69004 0.05024 -0.60734  -0.406
H1 2.75599 0.67887 0.28119  0.312
H2 0.85073 -0.86519 -1.05519  0.128
H3 -0.93995 -1.91163 1.33749  0.436
H4 -2.55017 -0.29280 0.25434  0.211
H5 -1.68455 1.01945 1.18614  0.282
H6 -0.94218 0.28628 -1.64634  0.404

Values from the calculation:
Kohn-Sham gap, Ha: 0.35577
E, Eh: -344.44339
LUMO, eV: 0.827
E_HOMO, Eh: -0.32537

C5H6O2 in the gas phase, computed with ωB97M-V/def2-TZVPD.

Last column: Mulliken charge in e.
Positions of all 13 atoms, in Å:
O1 -1.75041 0.40131 0.44817  -0.459
C1 -1.04704 -0.83042 0.11203  -0.545
C2 0.08479 -0.13376 -0.65496  0.144
C3 -0.44961 1.24432 -0.14526  0.010
O2 -0.07500 1.68778 1.01586  -0.665
C4 1.45243 -0.45922 -0.27710  -0.832
C5 2.57991 -0.75290 0.02428  0.233
H1 -1.11074 0.93080 1.30674  0.452
H2 -0.73509 -1.36199 1.01352  0.331
H3 -1.69461 -1.46146 -0.49756  0.257
H4 -0.05068 -0.22817 -1.73763  0.323
H5 -0.78626 1.95471 -0.91428  0.334
H6 3.58232 -0.99098 0.30620  0.417

Values from the calculation:
Kohn-Sham gap, Ha: 0.38865
E, Eh: -344.43113
LUMO, eV: 0.864
E_HOMO, Eh: -0.35688

C5H6O2 in the gas phase, computed with ωB97M-V/def2-TZVPD.

Last column: Mulliken charge in e.
Positions of all 13 atoms, in Å:
O1 -2.25537 -0.15499 0.23220  -0.509
C1 -1.57611 -0.15532 1.47984  -0.534
C2 -0.12727 -0.04828 1.24135  0.391
C3 0.93003 0.06909 0.67160  -0.303
C4 1.82845 0.23368 -0.46843  -0.377
C5 0.90661 0.25083 -1.70310  -0.020
O2 1.30938 0.22123 -2.83529  -0.468
H1 -2.01780 -0.96909 -0.23162  0.313
H2 -1.82400 -1.04834 2.06755  0.293
H3 -1.94521 0.72106 2.01803  0.290
H4 2.55577 -0.57750 -0.57841  0.301
H5 2.39201 1.17361 -0.44051  0.306
H6 -0.17648 0.28401 -1.45321  0.316

Values from the calculation:
Kohn-Sham gap, Ha: 0.38940
E, Eh: -344.50173
LUMO, eV: 0.683
E_HOMO, Eh: -0.36431
SMILES string: O=CCC#CCO

C5H6O2 in the gas phase, computed with ωB97M-V/def2-TZVPD.

Last column: Mulliken charge in e.
Positions of all 13 atoms, in Å:
O1 1.50277 -0.91949 0.56517  -0.555
C1 1.21151 -0.11390 -0.54192  -0.489
C2 -0.28316 -0.10288 -0.95632  -0.215
C3 -1.14142 -1.08723 -0.45986  0.037
O2 -1.45059 -0.72626 0.75777  -0.224
C4 -0.87135 0.61970 0.65471  -0.565
C5 -0.69493 1.65659 1.29430  -0.291
H1 1.19871 -0.45071 1.35489  0.367
H2 1.50288 0.93391 -0.37789  0.312
H3 1.78915 -0.52023 -1.37824  0.392
H4 -0.38807 0.18880 -2.00487  0.371
H5 -1.62510 -1.97397 -0.85947  0.434
H6 -0.75039 2.49567 1.95173  0.426

Values from the calculation:
Kohn-Sham gap (spin up / spin down), Ha: 0.25947 / 0.25935
E, Eh: -344.36198
LUMO (spin up / spin down), eV: -0.487 / -0.489
E_HOMO (spin up / spin down), Eh: -0.27737 / -0.27733

C5H6O2 in the gas phase, computed with ωB97M-V/def2-TZVPD.

Last column: Mulliken charge in e.
Positions of all 13 atoms, in Å:
C1 -1.14128 -1.04319 0.03675  -1.230
C2 -0.08043 0.02869 0.25061  0.372
O1 0.91589 -0.08898 -0.79185  -0.304
C3 2.09616 -0.61231 -0.43870  0.143
O2 2.40083 -1.01741 0.65218  -0.494
C4 -0.62316 1.38972 0.18442  -0.752
C5 -1.07452 2.50416 0.14473  0.198
H1 -1.59268 -0.93762 -0.95346  0.327
H2 -1.92587 -0.94796 0.79314  0.346
H3 -0.68663 -2.03464 0.12158  0.326
H4 0.42098 -0.12195 1.21123  0.276
H5 2.75733 -0.61540 -1.31700  0.357
H6 -1.46661 3.49688 0.10637  0.433

Values from the calculation:
Kohn-Sham gap, Ha: 0.41624
E, Eh: -344.53398
LUMO, eV: 0.960
E_HOMO, Eh: -0.38095
SMILES string: C#C[C@@H](C)OC=O

C5H6O2 in the gas phase at a distorted geometry, computed with ωB97M-V/def2-TZVPD.

Last column: Mulliken charge in e.
Positions of all 13 atoms, in Å:
C1 -1.67094 0.64210 0.04933  -0.376
C2 -0.19695 0.31344 -0.01403  0.566
C3 0.35321 -0.98691 -0.09119  -0.409
C4 1.70035 -0.95430 0.02312  -0.308
C5 0.86737 1.11834 -0.06310  -0.580
H1 -3.33210 -0.32523 0.10172  0.308
H2 -1.87394 1.07769 0.99641  0.279
H3 -1.95471 1.46905 -0.66624  0.285
H4 -0.26595 -1.87214 0.05511  0.337
H5 2.53679 -1.66000 0.21900  0.348
H6 1.00918 2.19287 -0.00521  0.379
O1 -2.35930 -0.61088 -0.03936  -0.505
O2 2.05462 0.40110 0.02366  -0.324

Values from the calculation:
Kohn-Sham gap, Ha: 0.34587
E, Eh: -344.54507
LUMO, eV: 0.747
E_HOMO, Eh: -0.31842
SMILES string: OCc1ccoc1

C5H6O2 in the gas phase at a distorted geometry, computed with ωB97M-V/def2-TZVPD.

Last column: Mulliken charge in e.
Positions of all 13 atoms, in Å:
O1 1.40789 -1.08059 1.68305  -0.577
C1 0.65220 -0.51389 0.92573  0.410
C2 -0.83470 -0.63090 1.14054  -0.362
O2 -1.43983 -0.51183 -0.14618  -0.416
C3 -0.46708 -0.03500 -1.06433  -0.050
C4 0.18704 1.28078 -0.82868  -0.648
C5 0.90894 0.00462 -0.43493  -0.145
H1 -1.31110 0.06092 1.84269  0.268
H2 -0.72288 -1.60762 1.64529  0.284
H3 -0.63585 -0.38560 -2.07887  0.364
H4 -0.18677 1.95372 -0.06232  0.231
H5 0.62027 1.77395 -1.69493  0.256
H6 1.82186 -0.30855 -0.92707  0.384

Values from the calculation:
Kohn-Sham gap, Ha: 0.38562
E, Eh: -344.53505
LUMO, eV: 0.870
E_HOMO, Eh: -0.35365
SMILES string: O=C1CO[C@H]2C[C@@H]12

C5H6O2 in the gas phase, computed with ωB97M-V/def2-TZVPD.

Last column: Mulliken charge in e.
Positions of all 13 atoms, in Å:
O1 1.07361 1.50485 1.49090  -0.545
C1 0.75367 0.87895 0.51429  0.310
C2 1.57662 -0.05045 -0.36576  -0.288
O2 0.72588 -1.19653 -0.40629  -0.391
C3 -0.56987 -0.67773 -0.63096  -0.095
C4 -1.47506 -0.35589 0.52251  -0.687
C5 -0.61985 0.71321 -0.10447  -0.077
H1 2.57219 -0.32002 -0.02134  0.325
H2 1.62078 0.42514 -1.36072  0.258
H3 -1.00130 -0.94453 -1.59086  0.374
H4 -1.20244 -0.67773 1.52356  0.228
H5 -2.54589 -0.35081 0.33082  0.258
H6 -0.92899 1.52279 -0.75144  0.330

Values from the calculation:
Kohn-Sham gap, Ha: 0.38413
E, Eh: -344.53272
LUMO, eV: 0.809
E_HOMO, Eh: -0.35440
SMILES string: O=C1CO[C@H]2C[C@@H]12

C5H6O2 in the gas phase, computed with ωB97M-V/def2-TZVPD.

Last column: Mulliken charge in e.
Positions of all 13 atoms, in Å:
O1 -1.56416 0.65593 2.92622  -0.517
C1 -0.94201 1.41784 1.90981  -0.662
C2 -0.36440 0.58488 0.85360  0.314
C3 0.11993 -0.15507 0.03080  0.472
C4 0.81480 -0.87030 -0.97996  -1.024
C5 0.35563 -1.05621 -2.22500  0.129
O2 1.17924 -1.37171 -3.24580  -0.469
H1 -0.95430 -0.05775 3.15217  0.318
H2 -0.15451 2.07070 2.31925  0.262
H3 -1.71282 2.07013 1.48749  0.287
H4 1.83961 -1.17502 -0.76615  0.222
H5 2.06658 -1.14744 -2.93213  0.312
H6 -0.68360 -0.96599 -2.53029  0.356

Values from the calculation:
Kohn-Sham gap, Ha: 0.34356
E, Eh: -344.50081
LUMO, eV: 0.754
E_HOMO, Eh: -0.31586
SMILES string: O/C=C/C#CCO

A molecular structure, C5H6O2 at a distorted geometry, computed with ωB97M-V/def2-TZVPD.

Last column: Mulliken charge in e.
Positions of all 13 atoms, in Å:
O1 -1.77694 1.86006 1.25363  -0.474
C1 -1.42388 0.69483 1.21892  -0.140
C2 -0.01172 0.55366 0.74588  0.216
O2 0.75709 -0.61154 1.12849  -0.448
C3 1.22681 -0.75135 -0.22496  -0.058
C4 0.12673 -1.03001 -1.19400  -0.670
C5 0.36856 0.37614 -0.71648  -0.269
H1 -2.08726 -0.10296 1.57137  0.385
H2 0.11938 1.64833 1.02646  0.272
H3 2.27264 -1.00359 -0.38114  0.375
H4 0.45308 -1.19225 -2.22060  0.254
H5 -0.75304 -1.59281 -0.89306  0.209
H6 0.64031 1.21239 -1.34739  0.348

Values from the calculation:
Kohn-Sham gap, Ha: 0.38337
E, Eh: -344.47420
LUMO, eV: 0.642
E_HOMO, Eh: -0.35977

C5H6O2 in the gas phase, computed with ωB97M-V/def2-TZVPD.

Last column: Mulliken charge in e.
Positions of all 13 atoms, in Å:
C1 -0.97725 -0.99665 -0.00304  -1.130
C2 -0.01879 0.16918 0.26472  0.411
O1 1.06602 0.09857 -0.69087  -0.316
C3 2.01191 -0.78810 -0.36206  0.079
O2 2.04724 -1.43124 0.65616  -0.483
C4 -0.65933 1.47978 0.12132  -0.872
C5 -1.22344 2.53871 0.03360  0.231
H1 -1.73988 -0.71138 -0.73084  0.385
H2 -1.46063 -1.32099 0.91963  0.288
H3 -0.41688 -1.84543 -0.40267  0.301
H4 0.42480 0.09328 1.26282  0.280
H5 2.74752 -0.85800 -1.17540  0.384
H6 -1.71270 3.48794 -0.01310  0.440

Values from the calculation:
Kohn-Sham gap, Ha: 0.41709
E, Eh: -344.53120
LUMO, eV: 0.981
E_HOMO, Eh: -0.38104
SMILES string: C#C[C@@H](C)OC=O

2 unconnected molecules or ions with the total composition C5H6O2 at a distorted geometry, computed with ωB97M-V/def2-TZVPD.

Last column: Mulliken charge in e.
Positions of all 13 atoms, in Å:
C1 0.86582 1.64284 -0.38059  -0.996
C2 0.41086 0.64916 0.63367  0.223
O1 -1.72534 0.19984 0.31612  -0.349
C3 -1.97436 -0.78586 -0.25690  0.719
O2 -2.64672 -1.48675 -0.91227  -0.391
C4 0.88789 -0.58131 0.62543  0.096
C5 0.58324 -1.79824 0.24133  -0.779
H1 1.14331 1.14460 -1.30991  0.305
H2 1.76534 2.10785 0.03104  0.295
H3 0.14739 2.43768 -0.58691  0.339
H4 -0.06448 1.05261 1.52369  0.265
H5 -0.45759 -1.81172 -0.24327  -0.011
H6 1.06462 -2.77071 0.31857  0.284

Values from the calculation:
Kohn-Sham gap, Ha: 0.34774
E, Eh: -344.50155
LUMO, eV: 0.311
E_HOMO, Eh: -0.33632
SMILES string: C=C=CC.O=C=O

A molecular structure, C5H6O2 at a distorted geometry, computed with ωB97M-V/def2-TZVPD.

Last column: Mulliken charge in e.
Positions of all 13 atoms, in Å:
O1 -2.99721 -0.51918 0.07378  -0.569
C1 -1.81404 -0.34033 0.15218  0.450
C2 -0.91570 0.71989 0.68903  -0.569
C3 0.17260 0.00484 0.37276  0.218
C4 1.59629 0.40538 0.16292  -0.384
O2 1.57210 0.68740 -1.24000  -0.485
C5 -0.57090 -1.18713 -0.23170  -0.417
H1 -1.05488 1.67059 1.19417  0.407
H2 0.73871 1.13440 -1.33256  0.358
H3 1.86595 1.31178 0.72838  0.228
H4 2.34017 -0.37228 0.37457  0.303
H5 -0.43946 -1.41151 -1.29917  0.232
H6 -0.49362 -2.10388 0.35561  0.227

Values from the calculation:
Kohn-Sham gap, Ha: 0.37636
E, Eh: -344.52961
LUMO, eV: 0.447
E_HOMO, Eh: -0.35995

C5H6O2 in the gas phase, computed with ωB97M-V/def2-TZVPD.

Last column: Mulliken charge in e.
Positions of all 13 atoms, in Å:
O1 0.61791 -1.91275 0.92105  -0.528
C1 0.36847 -1.14417 0.02804  0.529
C2 -1.01833 -0.65661 -0.35144  -0.617
C3 -0.90917 0.74055 0.31526  -0.443
C4 0.61298 0.99157 0.40205  0.388
O2 1.15043 1.74093 1.17082  -0.530
C5 1.32041 -0.07207 -0.47037  -0.586
H1 -1.79732 -1.30253 0.05045  0.315
H2 -1.13403 -0.55758 -1.43585  0.268
H3 -1.35326 0.73600 1.31653  0.277
H4 -1.39212 1.54368 -0.24875  0.331
H5 2.36897 -0.22745 -0.22307  0.323
H6 1.19222 0.08791 -1.55158  0.273

Values from the calculation:
Kohn-Sham gap, Ha: 0.37077
E, Eh: -344.58127
LUMO, eV: 0.451
E_HOMO, Eh: -0.35420
SMILES string: O=C1CCC(=O)C1

C5H6O2 in the gas phase at a distorted geometry, computed with ωB97M-V/def2-TZVPD.

Last column: Mulliken charge in e.
Positions of all 13 atoms, in Å:
O1 2.63390 0.16295 -0.03855  -0.751
C1 1.37019 0.04833 0.00838  0.467
C2 0.64491 1.38502 -0.08745  -0.259
O2 -0.81687 1.29990 0.00519  -0.260
C3 -1.40694 0.19430 0.15124  0.055
C4 -0.84900 -1.10500 -0.17125  -0.436
C5 0.60391 -1.08199 0.16576  -0.649
H1 0.84261 1.87227 -1.05039  0.265
H2 0.94076 2.05610 0.72786  0.259
H3 -2.42597 0.28971 0.54059  0.374
H4 -1.13471 -1.30436 -1.22400  0.244
H5 -1.45888 -1.82213 0.41700  0.327
H6 1.05608 -1.99510 0.55562  0.366

Values from the calculation:
Kohn-Sham gap (spin up / spin down), Ha: 0.21348 / 0.21344
E, Eh: -344.46801
LUMO (spin up / spin down), eV: -1.228 / -1.228
E_HOMO (spin up / spin down), Eh: -0.25859 / -0.25857

C5H6O2 in the gas phase at a distorted geometry, computed with ωB97M-V/def2-TZVPD.

Last column: Mulliken charge in e.
Positions of all 13 atoms, in Å:
O1 0.20937 -1.64351 2.16509  -0.567
C1 0.34241 -1.02992 1.13536  0.438
C2 -0.36225 -1.20767 -0.20945  -0.514
C3 -0.04952 0.23355 -0.47247  0.536
C4 -0.85258 1.36051 -0.91326  -0.400
O2 0.25013 0.83780 -1.68612  -0.498
C5 1.05559 0.21299 0.81328  -0.618
H1 -1.40288 -1.51139 -0.13576  0.313
H2 0.18570 -1.87510 -0.87722  0.255
H3 -1.83519 1.21963 -1.35530  0.236
H4 -0.67703 2.33163 -0.46058  0.225
H5 2.04548 0.09579 0.38701  0.261
H6 1.12483 0.94133 1.61882  0.333

Values from the calculation:
Kohn-Sham gap, Ha: 0.38663
E, Eh: -344.51441
LUMO, eV: 0.815
E_HOMO, Eh: -0.35667
SMILES string: O=C1CC2(CO2)C1

C5H6O2 in the gas phase at a distorted geometry, computed with ωB97M-V/def2-TZVPD.

Last column: Mulliken charge in e.
Positions of all 13 atoms, in Å:
O1 1.06499 1.80819 0.82667  -0.552
C1 0.60932 0.84030 0.27178  0.221
C2 1.38581 -0.37157 -0.26384  -0.335
O2 0.55532 -0.88401 -1.30266  -0.347
C3 -0.62408 -0.27786 -1.21545  -0.588
C4 -1.13335 -0.26231 1.18890  -0.987
C5 -0.90191 0.54602 -0.06164  0.534
H1 1.49257 -1.11973 0.52741  0.266
H2 2.35873 -0.13216 -0.70015  0.314
H3 -1.25476 -0.43603 -2.09114  0.432
H4 -0.66634 0.10646 2.10196  0.340
H5 -1.19040 -1.34548 1.09355  0.329
H6 -1.52146 1.43611 -0.22839  0.372

Values from the calculation:
Kohn-Sham gap (spin up / spin down), Ha: 0.23963 / 0.33706
E, Eh: -344.44195
LUMO (spin up / spin down), eV: -0.488 / 0.691
E_HOMO (spin up / spin down), Eh: -0.25754 / -0.31168